Formula: C8H18N2O
Source: the Open Molecules 2025 dataset
Level of theory: the ωB97M-V functional and the def2-TZVPD basis

Atoms and positions in Å:
C: 0.950 0.055 2.445
C: 1.704 0.167 1.118
C: 2.472 -1.128 0.842
O: 2.591 1.277 1.145
C: 0.734 0.456 -0.046
N: -0.225 -0.628 -0.214
C: -0.369 -1.090 -1.583
C: -1.360 -0.122 -2.253
C: -2.268 0.328 -1.095
N: -2.278 1.780 -1.001
C: -1.585 -0.280 0.158
H: 1.642 -0.156 3.259
H: 0.438 0.989 2.661
H: 0.224 -0.749 2.384
H: 3.098 -1.006 -0.039
H: 3.107 -1.389 1.687
H: 1.765 -1.932 0.664
H: 3.226 1.137 1.857
H: 0.242 1.414 0.141
H: 1.342 0.575 -0.944
H: 0.593 -1.139 -2.089
H: -0.798 -2.098 -1.551
H: -1.913 -0.591 -3.064
H: -0.828 0.747 -2.639
H: -3.283 -0.091 -1.209
H: -2.863 2.081 -0.229
H: -2.657 2.186 -1.851
H: -1.599 0.410 0.998
H: -2.103 -1.201 0.448

## Properties
SMILES string: CC(C)(O)CN1CC[C@H](N)C1
Total energy, eV: -13615.5813
Net charge: 0

***

Formula: C8H18N2O4S
Source: the Open Molecules 2025 dataset
Level of theory: the ωB97M-V functional and the def2-TZVPD basis

Atoms and positions in Å:
O: -1.888 0.898 -2.418
O: -1.785 -1.160 1.531
O: -1.375 1.324 0.865
N: -1.820 -0.743 -1.110
O: -3.844 0.590 -1.268
C: -2.528 0.345 -1.587
C: -4.107 1.959 -1.346
C: 1.284 1.738 -0.807
C: 2.550 -0.073 1.823
C: 1.842 -2.609 0.354
C: 0.993 0.181 -0.871
C: 1.034 -0.035 1.653
C: 0.417 -1.996 0.203
N: 0.381 -0.553 0.345
S: -1.365 -0.189 0.491
H: -3.369 2.662 -1.004
H: -5.079 2.231 -0.842
H: -4.261 2.250 -2.312
H: 2.154 1.922 -1.493
H: 0.412 2.247 -1.114
H: 1.494 2.165 0.147
H: 2.896 0.399 2.734
H: 3.125 0.427 1.074
H: 2.890 -1.136 2.000
H: 2.485 -1.898 -0.037
H: 2.069 -2.770 1.408
H: 1.880 -3.553 -0.208
H: 1.926 -0.351 -0.990
H: 0.431 0.071 -1.847
H: 0.658 -0.617 2.490
H: 0.783 0.999 1.935
H: -0.237 -2.442 0.991
H: -0.046 -2.286 -0.790

## Properties
Total energy, eV: -30588.8794
Net charge: 0

***

Formula: C8H18N3
Source: the Open Molecules 2025 dataset
Level of theory: the ωB97M-V functional and the def2-TZVPD basis

Atoms and positions in Å:
C: 1.340 2.900 -0.725
C: -1.509 -0.404 0.725
C: 0.549 3.273 0.111
C: -0.396 -0.716 -0.286
C: -3.290 0.529 -0.841
C: 3.236 -0.493 1.257
C: -2.365 0.821 0.337
C: 2.164 -0.722 0.235
N: 2.553 -1.309 -0.896
N: 0.842 -0.342 0.399
N: -0.357 -2.083 -0.850
H: 2.112 2.584 -1.252
H: -1.122 -0.164 1.667
H: -2.067 -1.270 0.951
H: -0.124 3.518 0.870
H: -0.582 -0.023 -1.186
H: -4.152 1.206 -0.774
H: -3.621 -0.541 -0.805
H: -2.878 0.525 -1.795
H: 4.255 -0.529 0.737
H: 2.996 -1.382 1.977
H: 3.063 0.439 1.620
H: -1.842 1.714 0.260
H: -3.051 0.880 1.165
H: 3.510 -1.803 -0.933
H: 1.796 -1.795 -1.345
H: 0.576 -0.002 1.357
H: -0.792 -2.819 -0.200
H: -0.843 -1.991 -1.779

## Properties
Total energy, eV: -13049.1124
Net charge: +1

***

Formula: C8H18N3O
Source: the Open Molecules 2025 dataset
Level of theory: the ωB97M-V functional and the def2-TZVPD basis

Atoms and positions in Å:
C: 3.462 1.060 -1.318
N: 2.505 0.589 -0.360
C: 3.009 -0.307 0.637
C: 1.245 0.810 -0.268
N: 0.387 0.132 0.417
N: -0.923 0.524 0.604
C: -1.141 1.917 0.757
O: -2.151 2.556 0.693
C: -1.947 -0.558 0.057
C: -3.324 0.020 0.075
C: -1.362 -1.084 -1.297
C: -1.763 -1.635 1.092
H: 4.138 0.196 -1.388
H: 2.860 1.406 -2.185
H: 4.005 1.940 -0.883
H: 3.973 0.109 0.993
H: 2.351 -0.499 1.558
H: 3.201 -1.297 0.190
H: 0.735 1.518 -0.905
H: 0.744 -0.820 0.863
H: -0.151 2.428 0.994
H: -3.466 0.250 1.116
H: -3.247 0.836 -0.493
H: -4.242 -0.431 -0.244
H: -0.382 -1.348 -1.175
H: -1.452 -0.326 -2.120
H: -1.828 -2.104 -1.475
H: -0.885 -2.317 0.872
H: -1.699 -1.390 2.182
H: -2.650 -2.176 1.010

## Properties
SMILES string: CN(C)/C=[NH+]/N(C=O)C(C)(C)C
Total energy, eV: -15096.4025
Net charge: +1

***

Formula: C8H18N3O
Source: the Open Molecules 2025 dataset
Level of theory: the ωB97M-V functional and the def2-TZVPD basis

Atoms and positions in Å:
C: 0.759 0.084 0.219
C: -1.294 1.325 0.959
C: -0.398 2.121 0.072
C: -3.153 -0.930 -0.026
C: 2.099 2.006 -0.284
C: 2.649 -1.105 -0.641
C: 1.026 -2.209 0.984
C: -1.650 -0.724 -0.396
N: -1.074 -0.136 0.760
N: 0.826 1.350 -0.090
N: 1.480 -1.034 0.223
O: -1.466 0.084 -1.485
H: -1.097 1.563 2.041
H: -2.402 1.639 0.809
H: -0.881 2.206 -0.846
H: -0.183 3.141 0.217
H: -3.731 -0.201 0.454
H: -3.657 -1.195 -1.016
H: -3.136 -1.793 0.724
H: 2.799 1.427 -0.966
H: 2.477 2.335 0.667
H: 1.768 2.922 -0.809
H: 2.872 -2.199 -0.666
H: 2.392 -0.906 -1.695
H: 3.612 -0.858 -0.148
H: 1.200 -3.011 0.335
H: 1.568 -2.340 1.981
H: -0.065 -2.056 1.179
H: -1.108 -1.745 -0.370
H: -2.230 0.239 -2.186

## Properties
Total energy, eV: -15095.8833
Net charge: +1

***

Formula: C8H18N3O3
Source: the Open Molecules 2025 dataset
Level of theory: the ωB97M-V functional and the def2-TZVPD basis

Atoms and positions in Å:
C: 0.702 0.286 2.387
C: -0.208 1.028 0.301
C: -3.628 1.687 -0.940
C: -1.454 2.403 -2.114
C: -1.933 -0.099 -1.926
C: 3.374 -1.458 2.137
C: 1.397 -2.798 1.767
C: -2.119 1.283 -1.318
N: -0.010 1.197 1.722
N: 1.276 -0.554 1.594
N: 1.965 -1.629 1.910
O: 0.645 0.603 -0.442
O: 3.356 -2.086 -1.300
O: -1.410 1.406 0.023
H: 0.459 0.119 3.463
H: -3.578 2.490 -0.161
H: -4.078 1.946 -1.856
H: -4.203 0.726 -0.617
H: -0.336 2.158 -2.277
H: -1.682 3.314 -1.482
H: -1.999 2.652 -3.055
H: -1.231 0.037 -2.771
H: -1.373 -0.675 -1.185
H: -2.877 -0.615 -2.068
H: 3.921 -1.339 1.242
H: 3.513 -0.724 2.828
H: 3.717 -2.364 2.699
H: 1.956 -3.731 1.688
H: 0.386 -2.894 1.318
H: -0.664 1.937 2.040
H: 3.620 -2.642 -2.069
H: 2.497 -1.664 -1.535

## Properties
Total energy, eV: -19191.5147
Net charge: +1

***

Formula: C8H18N4P
Source: the Open Molecules 2025 dataset
Level of theory: the ωB97M-V functional and the def2-TZVPD basis

Atoms and positions in Å:
C: -1.485 -1.403 -0.359
C: -0.207 -0.250 1.277
C: -2.658 -0.532 -0.747
C: 0.789 0.990 1.431
C: 0.937 -1.578 -0.439
C: 2.344 -0.973 -0.285
C: -3.535 1.671 -0.308
C: 3.618 1.050 -0.219
N: -0.229 -0.721 -0.067
N: -2.926 0.565 0.242
N: 1.309 1.215 0.097
N: 2.245 0.405 -0.524
P: 0.072 0.991 -1.051
H: -1.685 -1.980 0.533
H: -1.401 -2.033 -1.154
H: 0.164 -1.055 1.941
H: -1.245 0.187 1.602
H: -2.596 -0.037 -1.754
H: -3.493 -1.147 -0.769
H: 0.247 1.891 1.724
H: 1.533 0.871 2.132
H: 0.792 -2.111 -1.472
H: 0.895 -2.598 0.079
H: 2.838 -1.236 0.693
H: 2.888 -1.492 -1.012
H: -3.516 1.677 -1.376
H: -4.537 1.688 0.040
H: -3.036 2.585 0.084
H: 4.411 0.277 0.118
H: 4.047 1.402 -1.114
H: 3.423 1.682 0.657

## Properties
Total energy, eV: -23824.7999
Net charge: +1

***

Formula: C8H18N5O
Source: the Open Molecules 2025 dataset
Level of theory: the ωB97M-V functional and the def2-TZVPD basis

Atoms and positions in Å:
C: 2.398 -1.215 -0.433
C: 1.410 -0.180 0.177
C: 2.323 1.132 0.176
C: 0.995 -0.596 1.659
N: 0.341 -0.035 -0.828
N: -0.177 1.335 -1.166
N: -1.046 1.883 -0.252
C: -2.225 0.923 -0.287
N: -2.617 0.462 1.086
C: -3.077 -0.874 0.963
N: -3.310 -1.063 -0.538
C: -2.068 -0.351 -1.047
C: -0.737 -0.996 -0.745
O: -0.637 -2.145 -0.429
H: 1.770 -2.155 -0.463
H: 2.670 -0.941 -1.442
H: 3.303 -1.455 0.113
H: 1.857 1.871 0.850
H: 2.442 1.493 -0.908
H: 3.220 0.862 0.573
H: 0.117 0.037 2.075
H: 0.463 -1.534 1.755
H: 1.870 -0.673 2.231
H: -0.611 1.269 -2.018
H: 0.717 1.906 -1.340
H: -0.657 1.994 0.741
H: -3.059 1.508 -0.760
H: -3.294 1.110 1.437
H: -4.124 -0.948 1.375
H: -2.586 -1.708 1.514
H: -3.286 -2.086 -0.862
H: -2.189 -0.197 -2.182

## Properties
SMILES string: CC(C)(C)N1[NH2+]N[C@@H]2NCN[C@@H]2C1=O
Total energy, eV: -18075.6575
Net charge: +1